Record 1
{
  "formula": "C8H15BF4O3",
  "method": "wB97M-V/def2-TZVPD",
  "energy_ev": -26228.2268,
  "elements": ["C", "C", "O", "C", "O", "C", "F", "F", "F", "H", "H", "H", "H", "H", "C", "C", "C", "O", "C", "B", "F", "H", "H", "H", "H", "H", "H", "H", "H", "H", "H"],
  "positions_angstrom": [[-2.60910, -0.27466, -4.77344], [-2.49548, 0.70111, -3.61968], [-3.09959, 0.16508, -2.43186], [-2.35729, -0.71210, -1.74615], [-1.25787, -1.06464, -2.05840], [-3.09625, -1.16452, -0.48984], [-4.37481, -1.48228, -0.73932], [-3.11148, -0.20145, 0.44441], [-2.53464, -2.23950, 0.07067], [-3.65102, -0.56055, -4.93174], [-2.21956, 0.16812, -5.69121], [-2.05374, -1.19191, -4.57090], [-3.03920, 1.61632, -3.85777], [-1.45790, 0.98322, -3.42951], [0.68420, -0.06234, 1.29650], [0.73754, -0.16646, 2.88294], [2.17249, -0.50443, 3.46961], [3.10152, 0.58590, 3.38359], [3.88597, 0.55605, 2.17342], [3.64354, 1.99573, 1.44677], [4.79043, 2.76206, 1.19449], [0.44712, 1.01003, 1.04801], [1.65996, -0.29228, 0.78961], [-0.06904, -0.77880, 0.87125], [0.41767, 0.78494, 3.40231], [0.04919, -1.02029, 3.16436], [2.01174, -0.68514, 4.57738], [2.59238, -1.48110, 3.07600], [4.98881, 0.49211, 2.43663], [3.67516, -0.31485, 1.49702], [2.56927, 2.37663, 1.11485]],
  "forces_ev_per_a": [[0.0, -0.3, 0.1], [0.2, 0.3, -0.7], [0.0, -0.3, 0.7], [0.3, 0.8, -1.1], [-0.1, -0.3, 0.5], [-0.8, -0.6, 1.2], [0.1, 0.1, -0.3], [0.2, 0.2, -0.3], [0.3, 0.2, -0.4], [0.0, 0.1, 0.0], [0.0, 0.0, 0.1], [0.1, 0.1, 0.0], [-0.1, -0.1, 0.3], [-0.1, -0.2, 0.2], [0.1, 0.6, 0.3], [0.8, -0.8, -0.3], [-1.2, -0.4, 1.2], [-0.3, -1.2, -0.9], [1.1, 1.1, -0.4], [2.3, -0.3, 0.0], [-2.3, -1.2, 0.4], [0.0, -1.2, -0.1], [-0.9, 0.1, 0.6], [0.6, 0.9, 0.4], [0.1, -1.1, -0.7], [0.7, 1.1, 0.1], [0.3, 0.3, -1.1], [-0.3, 1.2, 0.0], [-1.2, -0.1, -0.1], [0.0, 0.7, 0.7], [0.1, 0.3, 0.0]]
}


Record 2
{
  "formula": "C53H93F3I2N3O12S6Si",
  "method": "wB97M-V/def2-TZVPD",
  "energy_ev": -182735.1766,
  "total_charge": 1,
  "elements": ["C", "C", "C", "C", "F", "C", "C", "N", "C", "N", "N", "C", "F", "F", "C", "C", "Si", "C", "C", "C", "C", "C", "C", "C", "C", "C", "C", "C", "C", "C", "C", "C", "C", "C", "I", "C", "C", "I", "H", "H", "H", "H", "H", "H", "H", "H", "H", "H", "H", "H", "H", "H", "H", "H", "H", "H", "H", "H", "H", "H", "H", "H", "H", "H", "H", "H", "H", "H", "H", "H", "H", "H", "H", "H", "H", "H", "H", "H", "H", "H", "H", "H", "H", "C", "C", "C", "S", "O", "O", "C", "H", "H", "H", "H", "H", "H", "H", "H", "C", "C", "C", "S", "O", "O", "C", "H", "H", "H", "H", "H", "H", "H", "H", "C", "C", "C", "S", "O", "O", "C", "H", "H", "H", "H", "H", "H", "H", "H", "C", "C", "C", "S", "O", "O", "C", "H", "H", "H", "H", "H", "H", "H", "H", "C", "C", "C", "S", "O", "O", "C", "H", "H", "H", "H", "H", "H", "H", "H", "C", "C", "C", "S", "O", "O", "C", "H", "H", "H", "H", "H", "H", "H", "H"],
  "positions_angstrom": [[2.38788, 2.60582, -2.34514], [2.02838, 1.58854, -2.93103], [1.26876, 0.44902, -3.78607], [1.27102, 1.05198, -5.21360], [1.66485, 0.14062, -6.28056], [0.06132, 1.90937, -5.77119], [0.26449, 3.48450, -5.45629], [2.31703, -0.63588, -3.66901], [2.42659, -0.59257, -2.17195], [3.61401, -0.84175, -1.64762], [1.10889, -0.33981, -1.69062], [1.03099, -0.23285, -0.28945], [2.02816, 0.73864, 0.12604], [1.58156, -1.46976, 0.25000], [-0.18186, 0.02726, 0.65654], [0.45633, 0.45802, 2.09925], [-0.86188, 0.19177, 3.50655], [-2.55992, -0.38088, 2.84944], [-1.16416, 1.90225, 4.34339], [-0.20779, -0.97968, 4.86083], [-0.35440, -0.55445, 6.29316], [0.14979, -1.40015, 7.45629], [0.80747, -2.71616, 7.16449], [0.93247, -3.15718, 5.73024], [0.43654, -2.32747, 4.56065], [0.10963, -0.13164, -2.83597], [-0.96365, 1.06893, -2.68240], [-2.37774, 0.79190, -3.35741], [-3.02910, 2.24738, -3.65758], [-3.71659, 2.88652, -2.35986], [-3.32956, 4.40378, -2.09479], [-4.09671, 5.45916, -3.01489], [-5.48393, 5.96648, -2.40222], [-0.40755, -1.63480, -2.99254], [-1.95745, -2.19870, -1.51021], [-0.96756, -2.23273, -4.33088], [-0.73004, -1.58436, -5.73611], [-3.16156, -2.60149, -4.22242], [2.54612, 3.64358, -1.95290], [2.14440, 1.79653, -5.23569], [0.14394, 1.84950, -6.90992], [-0.97197, 1.54642, -5.52492], [1.35276, 3.77807, -5.39715], [-0.36434, 3.84565, -4.59043], [-0.15149, 4.02362, -6.37497], [2.05339, -1.54834, -4.07142], [4.15308, -0.18399, -1.06531], [4.08376, -1.72260, -1.87474], [-0.90532, 0.85318, 0.44928], [-0.66447, -0.97102, 0.91049], [1.33178, -0.18987, 2.39219], [0.71254, 1.55926, 2.13130], [-2.42605, -1.34427, 2.26237], [-3.29405, -0.60141, 3.68035], [-2.98961, 0.37562, 2.10948], [-2.20067, 1.85371, 4.80972], [-1.08805, 2.75046, 3.59280], [-0.42632, 2.00893, 5.19115], [-0.83093, 0.42945, 6.60030], [0.03964, -1.01010, 8.51454], [1.19413, -3.30366, 8.04393], [1.43784, -4.15921, 5.54851], [0.56195, -2.67917, 3.48694], [-0.58156, 2.03732, -3.15192], [-1.17732, 1.35006, -1.61340], [-2.31086, 0.27890, -4.35923], [-3.13059, 0.30158, -2.65591], [-3.81942, 2.09789, -4.46773], [-2.28191, 2.98430, -4.07633], [-3.34574, 2.28557, -1.46119], [-4.84573, 2.81507, -2.38156], [-2.21354, 4.62081, -2.12305], [-3.65118, 4.63284, -1.02006], [-3.44214, 6.38211, -3.10111], [-4.30708, 5.06330, -4.05352], [-5.45376, 6.11160, -1.27592], [-5.73236, 6.98628, -2.85571], [-6.34367, 5.28556, -2.68667], [0.44404, -2.31253, -2.64705], [-0.58195, -3.30397, -4.41723], [0.32918, -1.84365, -6.06580], [-1.38235, -2.16070, -6.47878], [-1.00838, -0.50645, -5.87487], [0.82609, 7.01063, -1.75723], [0.89921, 8.53989, -1.72765], [-0.52459, 9.06356, -1.51963], [-1.40061, 7.78712, -0.61991], [-2.44104, 7.25340, -1.46675], [-1.66310, 8.24549, 0.72287], [-0.05362, 6.61537, -0.57733], [1.81647, 6.55626, -1.68868], [0.36622, 6.68100, -2.69465], [1.53393, 8.85779, -0.89531], [1.33597, 8.94114, -2.64381], [-0.53395, 9.98523, -0.93861], [-1.03679, 9.21815, -2.47012], [-0.44200, 5.59971, -0.65116], [0.47444, 6.74866, 0.36933], [-0.49945, -8.32429, 5.49395], [-1.46210, -7.25172, 6.01107], [-1.15795, -7.03930, 7.49582], [0.57128, -7.44737, 7.71620], [0.66489, -8.61722, 8.55634], [1.31439, -6.24079, 7.99271], [0.87473, -7.93776, 6.02614], [-0.50508, -8.38270, 4.40410], [-0.79155, -9.30291, 5.88680], [-1.29560, -6.31855, 5.46395], [-2.50445, -7.53786, 5.86019], [-1.32646, -6.00525, 7.79701], [-1.74568, -7.70973, 8.12418], [1.59217, -8.75700, 6.00017], [1.27333, -7.07155, 5.49430], [-1.55548, -5.64592, 12.67369], [-2.87721, -4.93397, 12.97501], [-3.17018, -3.99405, 11.80246], [-2.38470, -4.72421, 10.36808], [-1.32419, -3.84969, 9.92903], [-3.40075, -5.21542, 9.46581], [-1.65609, -6.11016, 11.22603], [-1.38255, -6.48322, 13.35149], [-0.72402, -4.94333, 12.78470], [-3.67783, -5.67461, 13.06224], [-2.83485, -4.38554, 13.91772], [-4.24020, -3.89988, 11.61901], [-2.73229, -3.00781, 11.96105], [-0.68995, -6.35455, 10.78457], [-2.33844, -6.95717, 11.13094], [4.13186, -5.97472, -6.35440], [4.72001, -5.22947, -5.15388], [4.20812, -3.78800, -5.21352], [2.62969, -3.85235, -6.05844], [2.74902, -3.14839, -7.31022], [1.56557, -3.56542, -5.11185], [2.65364, -5.60553, -6.38769], [4.27314, -7.05292, -6.27038], [4.62227, -5.63972, -7.27334], [4.37917, -5.70357, -4.22843], [5.81076, -5.25991, -5.15436], [4.06767, -3.36881, -4.21697], [4.87541, -3.14971, -5.79431], [2.18095, -5.80925, -7.34771], [2.10532, -6.10320, -5.58519], [-1.96885, 6.14272, 4.80386], [-1.51105, 7.05834, 5.94372], [-0.03574, 6.74924, 6.21352], [0.64218, 6.16406, 4.66327], [1.01760, 4.77799, 4.81765], [1.55342, 7.15351, 4.13835], [-0.88137, 6.22958, 3.74098], [-2.94029, 6.44287, 4.40769], [-2.05496, 5.11435, 5.16903], [-1.61934, 8.10333, 5.63846], [-2.11378, 6.91624, 6.84246], [0.51106, 7.63555, 6.53409], [0.07704, 5.95553, 6.95304], [-0.91593, 5.41146, 3.02217], [-0.91648, 7.18929, 3.22087], [2.75753, -0.68336, -11.54588], [2.69986, -1.10647, -10.07514], [3.84226, -2.09637, -9.83767], [5.12071, -1.67961, -11.02016], [5.26332, -2.77480, -11.94841], [6.24940, -1.11205, -10.32087], [4.22093, -0.36580, -11.82796], [2.11540, 0.17611, -11.74591], [2.42445, -1.50975, -12.18108], [2.83576, -0.22725, -9.43767], [1.73575, -1.54984, -9.81951], [4.24295, -2.01298, -8.82951], [3.52779, -3.12280, -10.02872], [4.46069, -0.35001, -12.89031], [4.51622, 0.57609, -11.36166]],
  "forces_ev_per_a": [[-0.9, -0.4, -1.1], [-1.4, 1.7, -0.3], [2.3, -0.4, 0.7], [0.5, 1.5, -2.5], [-0.7, 0.4, 1.9], [0.6, 0.8, -0.6], [-1.0, -0.2, -1.1], [0.1, 0.3, 2.0], [-3.4, -0.7, -3.4], [0.4, 0.2, 1.3], [3.6, -0.1, 0.2], [1.1, 0.1, 4.1], [-1.1, -1.4, -1.5], [-0.7, 1.7, -1.2], [0.6, -0.3, 2.2], [-0.7, -0.3, -0.1], [-0.2, 0.8, 0.7], [-0.2, -0.6, -0.9], [-0.2, -0.4, 0.3], [1.0, -2.0, 2.2], [1.3, -2.4, 0.5], [0.3, -0.8, -3.3], [-1.3, 2.4, -2.0], [-0.8, 1.7, 0.2], [-0.2, 1.0, 3.6], [-0.3, 1.5, 0.3], [-0.7, -0.2, 0.2], [-0.5, 1.9, -0.2], [-0.9, -0.3, 0.0], [0.9, 0.2, 0.2], [-0.9, 0.3, 0.4], [-0.1, 0.5, 0.4], [0.0, 0.3, -0.5], [0.0, -0.8, -0.2], [2.3, 0.8, 2.3], [-0.5, -0.9, -1.0], [0.2, -1.1, -0.8], [-0.4, -0.3, -2.7], [0.1, -1.8, -0.4], [-1.2, -1.3, 0.3], [0.1, -0.3, 1.6], [1.1, 0.4, 0.1], [-1.2, -0.4, 0.2], [1.1, -0.4, -0.7], [0.5, -0.6, 1.3], [-0.1, 0.3, 0.1], [-1.1, -0.7, 0.2], [-0.1, 0.8, -0.6], [0.6, -1.0, -0.6], [0.4, 1.5, -1.1], [-0.8, 0.9, -0.6], [0.0, -1.4, -0.2], [-0.3, 0.9, 0.7], [0.8, 0.4, -0.9], [0.4, -0.9, 1.1], [1.2, 0.3, -0.6], [-0.1, -0.9, 1.1], [-0.7, 0.3, -1.1], [0.6, -1.4, -0.8], [0.1, -0.7, -1.5], [-0.5, 0.4, -1.4], [-0.8, 1.5, 0.2], [-0.1, 0.4, 1.6], [0.0, -1.6, 0.6], [0.4, -0.6, -1.0], [0.0, 0.2, 1.4], [1.3, 0.2, -1.1], [1.0, 0.2, 1.0], [-0.6, -0.9, 0.4], [-0.6, 0.7, -1.0], [1.3, -0.1, -0.1], [-1.2, -0.6, -0.2], [0.5, -0.2, -1.4], [-0.8, -1.4, -0.1], [0.4, 0.3, 1.1], [0.1, -0.3, -1.4], [0.3, -1.4, 0.6], [1.0, 0.6, 0.5], [-1.2, 1.0, -0.7], [-0.6, 1.6, 0.3], [-1.3, 0.9, 0.5], [0.9, 0.8, 1.1], [0.5, -1.1, 0.4], [0.0, 0.0, -0.1], [0.2, 0.0, 0.0], [0.3, 0.4, -0.3], [0.2, 0.2, 0.3], [0.1, 0.3, 0.5], [-0.3, -0.2, -0.2], [0.4, -0.3, -0.1], [-0.1, 0.0, 0.0], [0.0, 0.0, 0.1], [-0.1, 0.0, -0.1], [0.0, 0.0, 0.1], [-0.2, -0.1, 0.0], [-0.1, -0.1, 0.1], [-0.2, 0.1, 0.1], [-0.1, 0.0, 0.0], [-0.1, -0.1, 0.0], [-0.1, 0.1, -0.2], [-0.5, 0.2, -0.1], [-0.1, 0.2, -0.2], [0.1, 0.2, 0.1], [0.1, -0.2, 0.3], [0.0, -0.2, -0.4], [0.0, 0.0, 0.1], [0.1, 0.0, 0.0], [0.0, 0.0, 0.1], [0.1, 0.1, 0.0], [0.1, -0.1, 0.1], [0.1, 0.0, 0.0], [0.0, 0.1, 0.2], [0.0, 0.0, 0.1], [0.1, 0.1, 0.1], [-0.1, -0.1, 0.1], [-0.3, 0.2, 0.4], [-0.1, -0.3, 0.2], [-0.2, 0.0, -0.3], [0.3, 0.2, -0.2], [0.2, -0.3, 0.2], [0.0, 0.1, -0.1], [0.0, -0.1, 0.0], [0.1, 0.0, 0.0], [0.0, 0.0, -0.1], [0.1, 0.1, -0.2], [0.0, -0.1, -0.1], [-0.1, 0.1, -0.1], [0.0, 0.1, -0.1], [0.2, 0.1, -0.1], [0.1, -0.2, 0.1], [0.5, 0.1, 0.3], [0.4, -0.6, -0.2], [-0.4, 0.2, 0.4], [0.2, 0.4, 0.0], [0.0, -0.4, 0.0], [0.0, 0.1, 0.0], [-0.1, -0.1, 0.0], [0.0, 0.0, -0.1], [-0.1, 0.0, 0.0], [-0.1, 0.1, -0.1], [-0.2, 0.0, 0.0], [-0.1, 0.2, 0.1], [0.0, 0.1, 0.0], [-0.1, -0.1, 0.1], [-0.1, 0.1, 0.0], [-0.2, 0.2, 0.5], [-0.1, 0.2, 0.0], [0.2, 0.1, -0.1], [0.2, -0.4, 0.0], [-0.4, 0.1, -0.2], [0.1, 0.0, 0.0], [0.0, 0.0, -0.1], [0.0, -0.1, 0.0], [0.1, 0.0, -0.1], [0.1, -0.2, -0.1], [0.1, 0.0, -0.1], [0.2, 0.0, 0.0], [0.0, -0.1, 0.0], [-0.1, -0.1, 0.0], [-0.1, 0.1, 0.1], [-0.3, 0.0, 0.3], [0.0, 0.2, 0.0], [0.2, 0.1, 0.2], [0.1, -0.3, -0.2], [-0.3, 0.3, -0.2], [0.0, -0.1, 0.0], [0.0, 0.1, 0.0], [0.0, -0.1, 0.0], [0.1, 0.0, 0.0], [0.1, -0.1, -0.2], [0.1, 0.1, 0.0], [0.2, -0.1, 0.1], [0.1, -0.1, 0.0]]
}


Record 3
{
  "formula": "C4HN2P",
  "method": "wB97M-V/def2-TZVPD",
  "e_above_lowest_kcal_mol": 49.35,
  "energy_ev": -16427.7021,
  "elements": ["C", "C", "C", "C", "N", "N", "P", "H"],
  "positions_angstrom": [[-1.16042, 1.05896, 1.00863], [1.78693, -0.76004, -0.05797], [-0.58274, 0.16236, 0.34481], [0.48345, -0.48192, -0.18317], [-1.55518, 1.94341, 1.66850], [2.89225, -0.92408, 0.17183], [-1.00504, -1.22416, -1.01341], [-0.85926, 0.22546, -1.93922]],
  "forces_ev_per_a": [[-3.3, 7.1, 5.7], [1.6, 0.5, 0.6], [5.3, -8.3, -6.0], [-5.3, 0.9, 1.2], [0.2, -1.3, -1.1], [1.5, -0.5, 0.0], [0.8, 4.9, -0.9], [-0.9, -3.2, 0.5]]
}


Record 4
{
  "formula": "C5H8N4",
  "method": "wB97M-V/def2-TZVPD",
  "e_above_lowest_kcal_mol": 91.42,
  "energy_ev": -11270.5879,
  "elements": ["H", "N", "C", "N", "N", "N", "C", "C", "C", "C", "H", "H", "H", "H", "H", "H", "H"],
  "positions_angstrom": [[0.88895, -1.15327, 1.72913], [-0.11982, -1.30643, 1.39614], [-0.78152, -0.46427, 0.74706], [-2.06682, -0.63509, 0.14395], [-2.44232, -0.15929, -1.08183], [-0.54497, 0.84809, 0.35007], [0.68531, 1.57242, 0.37413], [1.85595, 1.04374, -0.01795], [2.17759, -0.35862, -0.43213], [2.56907, -1.54879, -0.64702], [-2.37832, -1.58375, 0.31451], [-2.88947, 0.82461, -1.07876], [-1.63907, -0.31726, -1.67441], [-1.34831, 1.41268, 0.27087], [0.60935, 2.59336, 0.57463], [2.69115, 1.77890, -0.02738], [2.73323, -2.54705, -0.94101]],
  "forces_ev_per_a": [[-2.5, 0.4, -0.8], [1.3, -0.8, 0.5], [-0.6, 1.9, -2.0], [-0.5, -2.8, 3.3], [-0.6, 1.3, -0.7], [3.8, 1.6, 1.0], [-1.0, -3.4, -1.1], [1.4, -0.6, -0.2], [1.3, -3.4, -0.1], [-2.2, 6.2, 0.9], [-0.3, 0.1, -0.1], [1.4, -2.2, -0.1], [-0.4, 0.9, -0.8], [-0.7, 0.5, 0.0], [-0.1, 1.4, 0.4], [-0.5, -0.9, 0.0], [0.2, -0.4, -0.1]]
}